# 1
Computed, not measured: an isolated molecule of C3H7PS, with wB97M-V/def2-TZVPD.

The LUMO energy comes out at -0.3 eV. As for the energy above the lowest of the compared OMol25 structures with the same formula, charge and spin: 33.9 kcal per mole. Its structure (SMILES) is C[C@@H](P)C=S. As for the HOMO-LUMO gap: 8.422 eV.

ORCA input file:
```
! wB97M-V def2-TZVPD RIJCOSX def2/J DEFGRID3
* xyz 0 1
C 0.724 -0.822 0.260
C -0.373 0.219 0.507
P 0.199 1.838 -0.016
C -1.537 -0.327 -0.208
S -3.129 -0.263 0.173
H 0.871 -0.572 -0.738
H 1.561 -0.688 0.918
H 0.197 -1.746 0.294
H -0.674 0.178 1.679
H -0.955 2.506 -0.141
H 0.085 1.520 -1.372
H -1.306 -0.660 -1.213
*
```

# 2
Computed, not measured: an isolated molecule of C11H12FIO, with wB97M-V/def2-TZVPD.

The LUMO energy comes out at 0.3 eV. As for the energy above the lowest of the compared OMol25 structures with the same formula, charge and spin: 41.0 kcal per mole. As for the HOMO-LUMO gap: 8.591 eV.

ORCA input file:
```
! wB97M-V def2-TZVPD RIJCOSX def2/J DEFGRID3
* xyz 0 1
C 0.127 1.530 -1.244
C -0.903 2.501 -1.248
C -1.217 -0.071 -0.191
C -2.212 0.793 -0.133
C 0.019 0.351 -0.637
C -2.088 2.100 -0.636
C -4.170 2.620 0.361
C -3.483 0.488 0.516
C 2.745 -1.848 1.298
C 1.219 -0.573 -0.454
C 1.556 -0.832 1.024
O -3.200 2.883 -0.597
F -3.358 0.136 1.887
I -4.993 -0.799 -0.198
H 1.118 1.753 -1.683
H -0.802 3.332 -1.931
H -1.228 -0.960 0.461
H -5.227 2.904 -0.062
H -3.886 2.942 1.369
H 3.799 -1.495 1.103
H 2.610 -2.057 2.374
H 2.548 -2.682 0.811
H 0.965 -1.569 -0.897
H 2.025 -0.012 -0.951
H 1.717 0.086 1.586
H 0.548 -1.216 1.466
*
```

# 3
Computed, not measured: C27H32BrClN2NdO4 as an isolated structure, with wB97M-V/def2-TZVPD.

The LUMO energy (spin up / spin down) comes out at 2.6 / 2.6 eV. As for the expectation value of S²: 3.7548. As for the HOMO-LUMO gap (spin up / spin down): 5.588 / 5.752 eV.

ORCA input file:
```
! wB97M-V def2-TZVPD RIJCOSX def2/J DEFGRID3
* xyz -1 4
Nd 0.188 -0.001 0.020
Cl -0.244 0.027 2.489
N 0.268 2.150 0.070
N 0.202 -2.154 0.097
C -0.235 2.871 -0.904
C -0.288 -2.873 -0.885
C 1.140 2.895 0.908
C 1.471 4.021 -0.051
C 2.371 2.170 1.374
C 0.329 3.393 2.086
H 2.914 1.748 0.526
H 2.132 1.344 2.059
H 3.037 2.861 1.893
H -0.533 3.979 1.733
H 0.953 4.033 2.711
H -0.046 2.555 2.686
C 1.041 -2.911 0.964
C 1.359 -4.060 0.029
C 0.188 -3.368 2.133
C 2.287 -2.210 1.437
H 2.855 -1.800 0.594
H 2.924 -2.927 1.967
H 2.055 -1.385 2.123
H -0.681 -3.935 1.769
H -0.174 -2.511 2.713
H 0.783 -4.016 2.779
O 0.236 -4.069 -0.918
H 1.399 -5.027 0.525
H 2.266 -3.877 -0.565
O 0.319 4.052 -0.968
H 2.354 3.803 -0.669
H 1.553 4.994 0.429
C -1.329 2.509 -1.810
C -1.345 -2.502 -1.831
C -1.176 -1.196 -2.582
H -2.282 -2.451 -1.245
H -1.431 -3.342 -2.517
C -0.998 0.004 -1.979
C -1.173 1.210 -2.574
H -1.672 0.018 0.138
C -1.417 1.223 -3.951
C -1.494 0.015 -4.618
C -1.624 2.494 -4.709
C -1.421 -1.199 -3.959
H -1.662 0.019 -5.690
C -1.632 -2.463 -4.726
H -1.704 -2.238 -5.796
H -2.560 -2.979 -4.445
H -0.808 -3.173 -4.597
H -2.553 3.008 -4.428
H -1.692 2.277 -5.782
H -0.800 3.203 -4.572
H -1.447 3.354 -2.486
H -2.242 2.444 -1.188
Br 5.650 2.748 0.186
C 5.274 1.519 1.598
C 5.664 1.949 2.885
C 5.423 1.168 4.020
C 4.834 -0.063 3.847
C 4.447 -0.477 2.564
C 4.557 0.291 1.387
C 3.959 0.005 -0.136
O 4.844 -0.012 -0.988
O 2.708 -0.078 -0.422
H 6.150 2.908 3.041
H 5.701 1.498 5.016
H 4.675 -0.717 4.710
H 4.072 -1.499 2.609
*
```

# 4
Computed, not measured: C22H37Cl26FNO4 as an isolated structure, with wB97M-V/def2-TZVPD.

The LUMO energy comes out at 1.2 eV. As for the HOMO-LUMO gap: 6.091 eV.

ORCA input file:
```
! wB97M-V def2-TZVPD RIJCOSX def2/J DEFGRID3
* xyz -1 1
C -6.268 2.075 0.582
C -5.498 2.803 -0.374
C -4.309 3.506 -1.317
C -3.043 2.509 -1.618
C -1.687 2.824 -0.753
N -1.793 2.554 0.732
C -2.427 1.218 1.047
C -1.779 -0.061 0.237
F -1.739 -1.224 1.199
C -2.414 3.701 1.499
O -3.358 3.462 2.427
O -2.090 5.144 1.263
C -2.957 5.992 2.136
O -2.614 6.238 3.419
O -4.225 6.581 1.670
H -6.598 1.457 1.549
H -4.818 3.764 -2.350
H -3.998 4.533 -0.811
H -3.429 1.403 -1.552
H -2.752 2.681 -2.763
H -0.829 2.135 -1.210
H -1.302 3.935 -0.915
H -2.206 1.012 2.202
H -3.614 1.217 0.964
H -0.725 0.154 -0.243
H -2.542 -0.360 -0.616
C -3.071 -0.526 5.248
Cl -2.301 0.169 3.816
Cl -3.733 -2.128 4.900
H -2.328 -0.613 6.044
H -3.882 0.132 5.570
C -7.235 -1.576 2.646
Cl -7.653 0.027 2.030
Cl -5.714 -2.148 1.951
H -7.132 -1.524 3.733
H -8.031 -2.277 2.385
C -0.575 -4.001 -0.108
Cl 0.196 -3.307 -1.539
Cl -1.236 -5.603 -0.456
H 0.168 -4.088 0.689
H -1.386 -3.343 0.214
C 3.895 -4.264 -1.137
Cl 4.336 -4.027 0.558
Cl 5.121 -3.587 -2.215
H 3.801 -5.335 -1.334
H 2.940 -3.768 -1.329
C 3.349 -1.856 -5.553
Cl 4.101 -3.397 -5.983
Cl 2.034 -2.091 -4.395
H 4.104 -1.205 -5.107
H 2.949 -1.391 -6.457
C 8.580 -5.531 -1.690
Cl 9.006 -6.167 -0.096
Cl 8.800 -6.757 -2.944
H 7.534 -5.216 -1.679
H 9.221 -4.674 -1.914
C -1.993 -6.491 -4.177
Cl -0.583 -6.575 -5.241
Cl -3.232 -7.652 -4.670
H -1.681 -6.715 -3.154
H -2.413 -5.483 -4.222
C -4.509 8.482 5.203
Cl -5.687 9.798 5.273
Cl -4.826 7.278 6.458
H -4.571 8.001 4.224
H -3.508 8.894 5.349
C 0.118 1.268 6.389
Cl 0.870 -0.274 5.958
Cl -1.197 1.033 7.546
H 0.873 1.919 6.835
H -0.282 1.733 5.485
C -0.626 5.677 -3.876
Cl -1.707 5.058 -5.130
Cl -0.853 4.808 -2.354
H 0.409 5.553 -4.206
H -0.837 6.737 -3.716
C 11.391 -2.278 -2.620
Cl 12.143 -3.819 -3.050
Cl 10.076 -2.513 -1.462
H 12.146 -1.626 -2.173
H 10.991 -1.813 -3.524
C 5.374 1.706 -5.405
Cl 6.126 0.165 -5.835
Cl 4.059 1.471 -4.247
H 6.129 2.357 -4.958
H 4.974 2.171 -6.309
C 1.184 -3.519 3.987
Cl 2.594 -3.603 2.923
Cl -0.054 -4.680 3.494
H 1.496 -3.743 5.009
H 0.764 -2.511 3.941
*
```

# 5
Computed, not measured: a 2-piece molecular cluster, C3H5NO3 overall, with wB97M-V/def2-TZVPD.

The LUMO energy comes out at 0.5 eV. As for the energy above the lowest of the compared OMol25 structures with the same formula, charge and spin: 93.0 kcal per mole. Its structure (SMILES) is O=C=NO.CC=O. As for the HOMO-LUMO gap: 10.840 eV.

ORCA input file:
```
! wB97M-V def2-TZVPD RIJCOSX def2/J DEFGRID3
* xyz 0 1
O -3.117 0.017 -0.433
C -2.151 -0.555 -0.126
N -1.253 -0.940 0.581
O -0.581 -2.103 0.834
H 0.214 -2.076 0.259
C 1.098 1.134 0.390
C 0.869 0.352 -0.856
O 1.106 -0.812 -1.030
H 1.843 1.913 0.202
H 1.416 0.488 1.203
H 0.173 1.631 0.666
H 0.383 0.952 -1.690
*
```

# 6
Computed, not measured: an isolated molecule of C6H12, with wB97M-V/def2-TZVPD.

The LUMO energy comes out at 1.0 eV. As for the energy above the lowest of the compared OMol25 structures with the same formula, charge and spin: 19.4 kcal per mole. Its structure (SMILES) is CC1(C)CCC1. As for the HOMO-LUMO gap: 11.351 eV.

ORCA input file:
```
! wB97M-V def2-TZVPD RIJCOSX def2/J DEFGRID3
* xyz 0 1
C -1.348 -1.041 0.520
C -0.363 0.004 0.015
C -1.037 1.200 -0.646
C 0.732 0.420 1.040
C 1.831 -0.040 0.049
C 0.742 -0.592 -0.897
H -1.939 -1.463 -0.303
H -0.800 -1.868 0.987
H -2.046 -0.640 1.265
H -1.605 0.896 -1.535
H -0.274 1.917 -0.974
H -1.720 1.726 0.032
H 0.738 1.488 1.285
H 0.693 -0.162 1.969
H 2.550 -0.769 0.430
H 2.406 0.784 -0.381
H 0.697 -1.686 -0.948
H 0.743 -0.176 -1.910
*
```

# 7
Computed, not measured: CClF2NO2 as an isolated structure, with wB97M-V/def2-TZVPD.

The LUMO energy (spin up / spin down) comes out at 0.0 / -4.5 eV. As for the energy above the lowest of the compared OMol25 structures with the same formula, charge and spin: 36.3 kcal per mole. As for the expectation value of S²: 2.0080. As for the HOMO-LUMO gap (spin up / spin down): 9.960 / 7.422 eV.

ORCA input file:
```
! wB97M-V def2-TZVPD RIJCOSX def2/J DEFGRID3
* xyz 0 3
C 0.588 -0.215 -0.133
N -0.795 0.054 -0.573
O -0.924 0.913 -1.400
O -1.642 -0.629 -0.065
F 0.737 0.119 3.291
F 1.470 0.601 -0.681
Cl 0.873 -0.810 1.368
*
```

# 8
Computed, not measured: C41H43BCl5N10O2S2Ta as an isolated structure, with wB97M-V/def2-TZVPD.

The LUMO energy comes out at -6.3 eV. As for the energy above the lowest of the compared OMol25 structures with the same formula, charge and spin: 35.8 kcal per mole. As for the HOMO-LUMO gap: 6.858 eV.

ORCA input file:
```
! wB97M-V def2-TZVPD RIJCOSX def2/J DEFGRID3
* xyz 2 1
Ta 0.664 0.456 -0.124
C 3.639 -0.681 2.486
C 3.362 0.669 1.911
C 4.257 1.726 1.985
C 3.575 2.851 1.556
C 4.043 4.262 1.480
N 2.330 2.482 1.229
N 2.185 1.119 1.410
B 1.084 3.405 1.178
N -0.019 2.721 1.976
N -0.575 1.579 1.480
C -1.630 1.292 2.267
C -2.590 0.177 2.049
C -1.716 2.239 3.280
C -0.679 3.131 3.064
C -0.296 4.342 3.845
N 0.558 3.524 -0.262
N 0.311 2.401 -1.001
C -0.115 2.808 -2.227
C -0.412 1.915 -3.375
C -0.172 4.188 -2.231
C 0.271 4.609 -0.984
C 0.448 5.997 -0.474
H 4.713 -0.853 2.487
H 3.299 -0.688 3.523
H 3.153 -1.501 1.978
H 5.272 1.684 2.340
H 5.125 4.294 1.586
H 3.770 4.711 0.526
H 3.604 4.863 2.277
H 1.334 4.481 1.615
H -2.353 -0.404 1.166
H -2.609 -0.471 2.926
H -3.594 0.587 1.923
H -2.456 2.284 4.060
H -0.946 4.435 4.711
H 0.734 4.273 4.191
H -0.388 5.248 3.248
H -0.606 0.892 -3.087
H -1.284 2.286 -3.911
H 0.431 1.926 -4.071
H -0.477 4.816 -3.050
H 0.130 6.707 -1.233
H -0.138 6.166 0.429
H 1.493 6.192 -0.234
C 2.476 -6.598 -2.971
C 1.634 -5.380 -2.733
C 1.046 -5.143 -1.488
C 0.252 -4.034 -1.272
C 0.047 -3.144 -2.319
C 0.621 -3.349 -3.569
C 1.409 -4.469 -3.763
S -0.954 -1.731 -2.153
O -1.298 -1.203 -3.433
O 0.083 -0.641 -1.501
N -2.011 -1.986 -1.104
C -3.321 -1.443 -1.271
C -4.329 -2.299 -1.621
C -5.657 -1.852 -1.763
C -5.955 -0.541 -1.545
C -4.941 0.363 -1.150
C -5.237 1.713 -0.861
C -4.245 2.527 -0.408
C -2.952 1.993 -0.266
N -2.607 0.763 -0.568
C -3.602 -0.075 -1.002
H 2.698 -7.120 -2.043
H 3.416 -6.331 -3.454
H 1.958 -7.291 -3.634
H 1.216 -5.843 -0.680
H -0.199 -3.866 -0.305
H 0.438 -2.649 -4.372
H 1.854 -4.644 -4.734
H -4.082 -3.336 -1.807
H -6.428 -2.552 -2.050
H -6.965 -0.172 -1.662
H -6.249 2.074 -0.992
H -4.429 3.561 -0.153
H -2.176 2.630 0.137
C -0.151 -2.847 4.638
N -0.987 -3.010 3.467
C -2.060 -4.009 3.444
C -2.650 -3.862 2.030
N -1.727 -2.913 1.407
C -0.839 -2.442 2.271
S 0.388 -1.274 1.985
H -0.777 -2.641 5.506
H 0.534 -2.018 4.488
H 0.420 -3.758 4.824
H -2.786 -3.787 4.226
H -1.649 -5.003 3.631
H -3.662 -3.456 2.044
H -2.661 -4.801 1.482
H -1.833 -2.527 0.464
Cl 2.384 -1.811 -0.348
C 3.076 -0.715 -1.501
C 2.592 0.578 -1.385
C 3.235 1.510 -2.201
Cl 2.951 3.207 -2.047
C 4.197 1.118 -3.146
Cl 4.932 2.278 -4.169
C 4.576 -0.221 -3.267
Cl 5.718 -0.708 -4.437
C 4.028 -1.159 -2.397
Cl 4.506 -2.804 -2.418
*
```